Below is C3H5O3 in the gas phase, with properties calculated with the ωB97M-V functional and the def2-TZVPD basis.

Summary:
- Gap between HOMO and LUMO (spin up / spin down): 10.456 / 5.577 eV
- E_HOMO (spin up / spin down): -10.01 / -9.96 eV
- <S²>: 0.76
- Total energy: -342.900906 Ha
- Net charge: 0
- Multiplicity: 2
- Energy relative to the best compared isomer or geometry (same formula, charge and spin): 33.1 kcal per mole

The geometry in XYZ format:
```
11
Properties=species:S:1:pos:R:3:lowdin_spin:R:1
H -0.27 -1.01 0.88 0.04
O 2.58 -1.13 0.00 -0.02
H -2.53 -0.35 0.00 0.00
H -0.29 -1.04 -0.88 0.05
O 3.15 0.94 0.05 0.06
C -1.70 0.37 -0.01 0.00
O 0.71 0.53 -0.03 0.76
H -1.79 1.01 0.88 0.00
H -1.80 1.00 -0.90 0.00
C -0.39 -0.37 -0.01 0.10
C 2.32 0.05 0.02 0.01
```